## a
ORCA calculation (ωB97M-V/def2-TZVPD) on a 2-piece molecular cluster, C3H4O3 overall.

Computed properties:
HOMO level (spin up / spin down) ... -9.01 / -9.29 eV
Kohn-Sham gap (spin up / spin down) ... 8.7 / 8.2 eV

Last column: Mulliken charge in e.
Atoms and positions in Å:
C 0.7795 1.0082 0.1750  -0.17
C 1.2021 -0.3317 0.1241  0.86
C -1.4536 -0.2516 -0.2867  -1.02
O 0.8973 1.8280 -0.7504  -0.53
O 1.3562 -1.3021 0.9614  -0.25
O 1.7598 -1.4034 -0.3981  -0.27
H 0.2999 1.2955 1.1855  0.31
H -1.7866 -1.0802 -0.8791  0.31
H -1.2322 0.6918 -0.8500  0.41
H -1.8224 -0.4545 0.7184  0.34

## b
ORCA calculation (ωB97M-V/def2-TZVPD) on the molecule C3H4O3.

Computed properties:
HOMO level ... -9.25 eV
SMILES ... O=C=CC(O)O
Kohn-Sham gap ... 9.8 eV

Last column: Mulliken charge in e.
Atoms and positions in Å:
O 1.3219 2.0782 1.2601  -0.38
C 0.5056 1.3153 0.9306  0.90
C -0.5683 0.6517 0.5682  -1.02
C -0.3103 -0.6734 -0.0831  0.29
O -0.8155 -0.7893 -1.3616  -0.50
O 1.1780 -0.7102 0.0032  -0.55
H -1.5727 1.0038 0.7133  0.35
H -0.6992 -1.5305 0.4833  0.26
H -0.5594 -0.0072 -1.8697  0.36
H 1.5198 -1.3383 -0.6444  0.29

## c
ORCA calculation (ωB97M-V/def2-TZVPD) on the molecule C3H4O3.

Computed properties:
HOMO level ... -8.85 eV
Kohn-Sham gap ... 8.9 eV

Last column: Mulliken charge in e.
Atoms and positions in Å:
O -1.0523 -1.6334 0.2399  -0.42
C -0.3533 -0.6907 -0.3888  -0.16
C 0.1623 1.3678 0.2529  -0.46
O 1.1885 0.9701 -0.5716  -0.35
C 0.8933 -0.2584 0.1510  0.72
O 1.5583 -0.7439 1.0363  -0.63
H -1.7149 -2.0223 -0.3472  0.38
H -0.5166 -0.6077 -1.4687  0.36
H 0.5289 1.7178 1.2340  0.26
H -0.6941 1.9007 -0.1378  0.31

Verdict on stability: a comes out at the bottom.